## w
The following is a DFT calculation (wB97M-V/def2-TZVPD) of an isolated ion of composition C7H12N and charge +1.

Structure (ORCA input):
```
! wB97M-V def2-TZVPD RIJCOSX def2/J DEFGRID3
* xyz 1 1
C -0.97 -1.23 0.00
C -0.35 -0.35 -0.74
C -0.47 1.22 -2.42
C 0.32 0.40 -1.68
C -1.24 -1.19 1.45
C -0.05 1.00 1.66
C 1.79 0.16 -2.05
N -0.27 -0.31 2.22
H -1.40 -2.03 -0.54
H 0.10 1.77 -3.20
H -1.54 1.41 -2.25
H -2.26 -1.03 1.74
H -1.07 -2.14 1.86
H 0.90 1.33 1.79
H -0.76 1.85 1.97
H 2.24 0.98 -1.64
H 1.99 0.24 -3.09
H 2.22 -0.68 -1.63
H -0.52 -0.49 3.28
H 0.71 -0.68 2.11
*
```

Summary:
Frontier orbital gap (alpha / beta) ... 6.47 / 8.76 eV
HOMO energy (alpha / beta) ... -11.5 / -13.0 eV

Atom charges from the natural (NBO) analysis, given in e for atoms 1 to 8: -0.3373 0.2438 -0.2225 -0.1612 -0.2264 -0.2875 -0.6119 -0.5519

***

## x
The following is a DFT calculation (wB97M-V/def2-TZVPD) of an isolated ion of composition C7H12N and charge +1.

Structure (ORCA input):
```
! wB97M-V def2-TZVPD RIJCOSX def2/J DEFGRID3
* xyz 1 1
C -2.55 -0.78 -0.51
C -1.48 -0.86 0.26
C 1.80 -1.23 -0.52
C 2.02 0.30 -0.71
C 0.59 0.05 1.60
C -0.40 0.06 0.30
C 0.97 -0.26 0.19
N -0.63 1.46 -0.12
H -3.13 -1.70 -0.49
H -3.06 0.10 -0.96
H -1.26 -1.88 0.62
H 1.43 -1.92 -1.30
H 2.66 -1.73 -0.02
H 2.74 0.75 -0.18
H 1.70 0.88 -1.61
H 0.69 1.07 1.86
H 0.49 -0.83 2.22
H 0.32 1.89 -0.30
H -1.18 1.92 0.58
H -1.20 1.29 -0.97
*
```

Summary:
SMILES string ... C=C[C@@]1([NH3+])CC12CC2
Frontier orbital gap ... 10.03 eV
HOMO energy ... -13.5 eV

Atom charges from the natural (NBO) analysis, given in e for atoms 1 to 8: -0.3893 -0.2424 -0.3734 -0.4038 -0.3700 0.1253 -0.1295 -0.6879

***

Name the least stable of them. w.

***

## w
The following is a DFT calculation (wB97M-V/def2-TZVPD) of an isolated ion of composition C7H12N and charge +1.

Structure (ORCA input):
```
! wB97M-V def2-TZVPD RIJCOSX def2/J DEFGRID3
* xyz 1 1
C 3.29 -0.24 -0.12
C -0.15 -0.45 0.26
C 0.89 0.38 0.17
C -0.02 -1.91 0.18
C 0.87 1.89 0.32
C -2.15 0.25 -0.99
C -1.57 -0.14 0.44
N 2.14 -0.10 0.11
H 4.29 -0.45 -0.16
H -0.86 -2.24 -0.47
H -0.10 -2.24 1.29
H 0.92 -2.30 -0.20
H 0.55 2.13 1.32
H 2.01 2.19 0.53
H 0.49 2.52 -0.51
H -1.37 1.00 -1.51
H -3.11 0.84 -0.97
H -2.29 -0.69 -1.71
H -2.21 -1.06 0.77
H -1.63 0.62 1.25
*
```

Summary:
SMILES string ... C#[N+]/C(C)=C(\C)CC
Frontier orbital gap ... 9.09 eV
HOMO energy ... -13.9 eV

Atom charges from the natural (NBO) analysis, given in e for atoms 1 to 8: 0.3897 0.2191 -0.0107 -0.6580 -0.6368 -0.6117 -0.4782 -0.1557

***

## x
The following is a DFT calculation (wB97M-V/def2-TZVPD) of an isolated ion of composition C7H12N and charge +1.

Structure (ORCA input):
```
! wB97M-V def2-TZVPD RIJCOSX def2/J DEFGRID3
* xyz 1 1
C 1.60 -0.98 -0.88
C 1.05 -0.19 0.20
C -0.24 0.76 0.08
C -0.43 1.55 1.33
C 1.23 -2.26 -0.30
C -2.05 1.37 -1.43
C 0.74 -1.51 0.95
N -0.89 0.72 -0.96
H 1.77 0.50 0.64
H 0.24 2.41 1.30
H -0.19 0.96 2.22
H -1.45 1.90 1.40
H 2.12 -0.70 -1.78
H 0.47 -2.79 -0.87
H 2.05 -2.97 -0.18
H -1.77 1.98 -2.28
H -2.54 1.99 -0.67
H -2.74 0.60 -1.79
H 1.36 -1.67 1.83
H -0.31 -1.67 1.21
*
```

Summary:
Frontier orbital gap ... 6.59 eV
HOMO energy ... -13.2 eV

Atom charges from the natural (NBO) analysis, given in e for atoms 1 to 8: 0.4205 -0.4195 0.3944 -0.7025 -0.5429 -0.4359 -0.3789 -0.3967

***

Name the least stable of them. x.

***

## w
The following is a DFT calculation (wB97M-V/def2-TZVPD) of an isolated ion of composition C4H9ClNO and charge +1.

Structure (ORCA input):
```
! wB97M-V def2-TZVPD RIJCOSX def2/J DEFGRID3
* xyz 1 1
C 0.52 -0.59 1.99
C -0.62 -1.14 -0.18
C -0.63 1.03 0.68
C 1.37 0.01 -0.38
N 0.19 -0.14 0.52
O 0.14 -1.60 2.37
Cl 1.26 0.70 2.81
H -0.45 -1.07 -1.27
H -0.21 -2.12 0.27
H -1.76 -1.12 0.06
H -1.24 1.23 -0.19
H -1.35 0.84 1.51
H 0.06 1.94 0.77
H 1.09 0.29 -1.34
H 2.06 0.78 0.18
H 1.90 -0.84 -0.43
*
```

Summary:
SMILES string ... C[N+](C)(C)C(=O)Cl
Frontier orbital gap ... 12.53 eV
HOMO energy ... -16.5 eV

Atom charges from the natural (NBO) analysis, given in e for atoms 1 to 8: 0.6396 -0.4474 -0.4414 -0.3944 -0.2987 -0.4029 0.1198 0.2458

***

## x
The following is a DFT calculation (wB97M-V/def2-TZVPD) of a 2-piece molecular cluster, C4H9ClNO overall.

Structure (ORCA input):
```
! wB97M-V def2-TZVPD RIJCOSX def2/J DEFGRID3
* xyz 1 1
C -0.76 2.63 2.42
C 0.31 -1.42 0.59
C 0.62 -1.01 -1.74
C -0.70 0.49 -0.50
N 0.50 -0.27 -0.43
O -0.61 1.60 1.85
Cl -1.35 4.17 2.20
H -0.75 -1.57 0.79
H 0.79 -2.25 0.19
H 0.79 -1.12 1.46
H 0.00 -0.50 -2.44
H 1.72 -0.90 -2.14
H 0.23 -1.97 -1.66
H -0.62 1.56 -0.62
H -1.46 0.22 0.17
H 1.31 0.32 -0.13
*
```

Summary:
Frontier orbital gap (alpha / beta) ... 10.22 / 7.15 eV
HOMO energy (alpha / beta) ... -14.0 / -11.9 eV

Atom charges from the natural (NBO) analysis, given in e for atoms 1 to 8: 0.4614 -0.3807 -0.4074 -0.0909 -0.4160 -0.5525 0.1148 0.2387

***

Name the least stable of them. x.

***

## w
The following is a DFT calculation (wB97M-V/def2-TZVPD) of one molecule with the formula C3H3N3.

Structure (ORCA input):
```
! wB97M-V def2-TZVPD RIJCOSX def2/J DEFGRID3
* xyz 0 1
C 0.52 0.98 0.34
C -0.81 0.77 0.35
C -0.44 -1.53 -1.40
N 0.48 -0.97 -0.91
N 1.32 -0.11 -0.29
N -1.85 0.22 0.11
H 1.22 1.72 0.85
H 1.93 -0.67 0.28
H -2.36 -0.43 0.67
*
```

Summary:
Frontier orbital gap ... 9.17 eV
HOMO energy ... -8.5 eV

Atom charges from the natural (NBO) analysis, given in e for atoms 1 to 8: -0.3036 0.3852 0.2326 -0.3829 -0.4032 -0.5659 0.2507 0.3836

***

## x
The following is a DFT calculation (wB97M-V/def2-TZVPD) of one molecule with the formula C3H3N3.

Structure (ORCA input):
```
! wB97M-V def2-TZVPD RIJCOSX def2/J DEFGRID3
* xyz 0 1
N -0.67 -0.79 0.20
C 0.29 0.34 0.08
C 1.60 -0.06 -0.18
N 2.67 -0.49 -0.37
C -0.30 1.59 -0.15
N -0.86 2.60 -0.32
H -1.59 -0.42 0.44
H -0.76 -1.35 -0.65
H -0.38 -1.43 0.95
*
```

Summary:
Frontier orbital gap ... 7.73 eV
HOMO energy ... -8.2 eV

Atom charges from the natural (NBO) analysis, given in e for atoms 1 to 8: -0.6382 -0.3786 0.2295 -0.3594 0.2228 -0.3625 0.4426 0.4140

***

## y
The following is a DFT calculation (wB97M-V/def2-TZVPD) of C3H3N3 as an isolated structure.

Structure (ORCA input):
```
! wB97M-V def2-TZVPD RIJCOSX def2/J DEFGRID3
* xyz 0 1
C 2.40 0.06 0.10
C 3.30 -0.76 -0.54
C -0.45 0.00 -0.04
N 4.59 -0.55 -0.45
N 4.53 0.46 0.33
N 3.30 0.84 0.66
H 0.21 -0.61 -0.63
H -0.54 -0.27 1.12
H -0.62 0.95 -0.25
*
```

Summary:
Frontier orbital gap (alpha / beta) ... 6.92 / 6.93 eV
HOMO energy (alpha / beta) ... -9.7 / -9.7 eV

Atom charges from the natural (NBO) analysis, given in e for atoms 1 to 8: -0.1010 0.3962 -0.2532 -0.3246 -0.0321 -0.2874 0.2179 0.2201

***

## z
The following is a DFT calculation (wB97M-V/def2-TZVPD) of one molecule with the formula C3H3N3.

Structure (ORCA input):
```
! wB97M-V def2-TZVPD RIJCOSX def2/J DEFGRID3
* xyz 0 1
N -0.97 -0.25 -1.40
C 0.11 0.49 0.91
C -0.72 -0.15 -0.08
N -0.96 -0.61 1.07
C 1.50 0.08 1.00
N 2.60 -0.29 0.98
H -0.47 0.42 -1.96
H -0.97 -1.19 -1.79
H -0.11 1.50 1.26
*
```

Summary:
SMILES string ... N#C[C@@H]1N=C1N
Frontier orbital gap ... 10.82 eV
HOMO energy ... -10.3 eV

Atom charges from the natural (NBO) analysis, given in e for atoms 1 to 8: -0.7965 -0.2665 0.4076 -0.3194 0.2488 -0.3114 0.4024 0.4114

***

Name the least stable of them. y.

***

## w
The following is a DFT calculation (wB97M-V/def2-TZVPD) of one molecule with the formula C3H3N3.

Structure (ORCA input):
```
! wB97M-V def2-TZVPD RIJCOSX def2/J DEFGRID3
* xyz 0 1
C 0.93 -0.19 -0.11
C -1.15 -0.73 -0.11
C -0.96 0.67 0.09
H 2.62 0.76 0.09
H -1.99 -1.47 -0.06
H -1.92 1.42 0.41
N 2.16 -0.31 0.06
N 0.04 -1.23 -0.09
N 0.26 1.07 -0.28
*
```

Summary:
SMILES string ... N=C1N=CC=N1
Frontier orbital gap ... 9.27 eV
HOMO energy ... -10.7 eV

Atom charges from the natural (NBO) analysis, given in e for atoms 1 to 8: 0.4214 0.0054 0.0500 0.3608 0.2323 0.2135 -0.4792 -0.3802

***

## x
The following is a DFT calculation (wB97M-V/def2-TZVPD) of one molecule with the formula C3H3N3.

Structure (ORCA input):
```
! wB97M-V def2-TZVPD RIJCOSX def2/J DEFGRID3
* xyz 0 1
N 0.93 -0.81 -1.17
C -0.11 0.81 0.63
C 0.26 0.21 -0.62
N -0.44 1.24 -0.80
C -1.16 0.17 1.41
N -1.96 -0.40 2.02
H 1.20 -1.55 -0.54
H 0.69 -1.09 -2.11
H 0.59 1.42 1.20
*
```

Summary:
SMILES string ... N#C[C@@H]1N=C1N
Frontier orbital gap ... 10.95 eV
HOMO energy ... -10.4 eV

Atom charges from the natural (NBO) analysis, given in e for atoms 1 to 8: -0.7859 -0.2583 0.4081 -0.3438 0.2503 -0.3129 0.4098 0.4100

***

Name the least stable of them. w.

***

## w
The following is a DFT calculation (wB97M-V/def2-TZVPD) of a 2-piece molecular cluster, C2HBr3N2O overall.

Structure (ORCA input):
```
! wB97M-V def2-TZVPD RIJCOSX def2/J DEFGRID3
* xyz 0 1
C -1.02 -0.05 1.20
C -1.00 -0.48 -0.14
N -0.19 0.30 -0.78
N 0.35 1.13 0.03
O -0.17 0.89 1.25
Br -1.92 -1.88 -0.99
Br 2.90 1.01 -2.05
Br 2.57 -0.76 -0.72
H -1.52 -0.16 2.20
*
```

Summary:
SMILES string ... Brc1conn1.BrBr
Frontier orbital gap ... 8.85 eV
HOMO energy ... -9.8 eV

Atom charges from the natural (NBO) analysis, given in e for atoms 1 to 8: 0.0920 -0.0444 -0.2466 0.0673 -0.2337 0.1110 0.0143 -0.0041

***

## x
The following is a DFT calculation (wB97M-V/def2-TZVPD) of a 2-piece molecular cluster, C2HBr3N2O overall.

Structure (ORCA input):
```
! wB97M-V def2-TZVPD RIJCOSX def2/J DEFGRID3
* xyz 0 1
C 1.66 0.56 0.21
C 0.32 0.74 0.06
N -0.24 -0.53 0.08
N 0.66 -1.36 0.33
O 1.91 -0.70 0.41
Br -0.59 2.41 -0.04
Br -2.91 -0.23 -1.24
Br -3.09 -2.18 -0.09
H 2.28 1.30 0.30
*
```

Summary:
SMILES string ... Brc1conn1.BrBr
Frontier orbital gap ... 8.77 eV
HOMO energy ... -9.9 eV

Atom charges from the natural (NBO) analysis, given in e for atoms 1 to 8: 0.1145 -0.0735 -0.2114 0.1092 -0.2685 0.1159 0.0027 0.0071

***

Name the least stable of them. w.

***

## w
The following is a DFT calculation (wB97M-V/def2-TZVPD) of a 2-piece molecular cluster, C2H2O overall.

Structure (ORCA input):
```
! wB97M-V def2-TZVPD RIJCOSX def2/J DEFGRID3
* xyz 0 1
C -1.19 -0.29 -0.04
C 0.78 0.40 0.05
O -2.24 0.07 0.04
H 1.25 -0.12 0.87
H 1.41 -0.06 -0.92
*
```

Summary:
Frontier orbital gap ... 8.65 eV
HOMO energy ... -9.1 eV

Electronic structure analysis, natural (NBO) charges in units of e: 0.6370 -0.4493 -0.4537 0.1176 0.1484

***

## x
The following is a DFT calculation (wB97M-V/def2-TZVPD) of one molecule with the formula C2H2O.

Structure (ORCA input):
```
! wB97M-V def2-TZVPD RIJCOSX def2/J DEFGRID3
* xyz 0 1
C -0.27 -0.63 0.08
C -0.12 0.64 -0.09
O 1.11 0.10 -0.21
H -0.32 -1.61 -0.14
H -0.40 1.50 0.35
*
```

Summary:
SMILES string ... C1=CO1
Frontier orbital gap ... 9.14 eV
HOMO energy ... -8.3 eV

Electronic structure analysis, natural (NBO) charges in units of e: -0.0153 0.1301 -0.5391 0.2261 0.1983

***

Name the least stable of them. x.

***

## w
The following is a DFT calculation (wB97M-V/def2-TZVPD) of an isolated ion of composition C4H9N4S and charge +1.

Structure (ORCA input):
```
! wB97M-V def2-TZVPD RIJCOSX def2/J DEFGRID3
* xyz 1 1
C -1.46 0.75 -0.90
C -0.42 1.67 -0.74
C -1.23 -0.43 -0.20
C 1.07 0.09 0.46
N 0.76 1.36 -0.20
N -0.16 -0.64 0.61
N -2.19 -1.42 -0.18
N 1.90 0.14 1.50
S 1.85 -0.79 -1.09
H -2.41 0.80 -1.44
H -0.54 2.63 -1.17
H 1.55 2.00 -0.41
H -0.10 -1.60 0.88
H -3.03 -1.24 -0.81
H -2.35 -1.93 0.68
H 2.65 -0.46 1.42
H 1.96 1.01 2.00
H 2.15 -1.94 -0.36
*
```

Summary:
SMILES string ... N[C@]1(S)NC=CC(=[NH2+])N1
Frontier orbital gap ... 8.91 eV
HOMO energy ... -12.9 eV

Atom charges from the natural (NBO) analysis, given in e for atoms 1 to 8: -0.4425 0.1995 0.5312 0.4109 -0.5729 -0.5898 -0.7666 -0.8462

***

## x
The following is a DFT calculation (wB97M-V/def2-TZVPD) of an isolated ion of composition C4H9N4S and charge +1.

Structure (ORCA input):
```
! wB97M-V def2-TZVPD RIJCOSX def2/J DEFGRID3
* xyz 1 1
C -0.29 -1.77 0.73
C 2.16 -0.74 0.81
C 0.56 1.67 -0.24
C -2.20 0.54 -1.06
N -1.33 -1.34 0.08
N 0.72 -0.83 0.72
N 0.05 0.29 -0.35
N -1.14 -0.15 -0.51
S -0.14 -3.21 1.60
H 2.32 0.22 1.30
H 2.33 -1.62 1.48
H 2.83 -0.90 -0.06
H 0.15 1.97 -1.12
H 0.01 2.25 0.48
H 1.61 1.55 -0.21
H -3.12 0.26 -0.56
H -2.25 0.19 -2.06
H -2.27 1.61 -1.02
*
```

Summary:
SMILES string ... Cn1c(=S)n[n+](C)n1C
Frontier orbital gap (alpha / beta) ... 7.00 / 6.13 eV
HOMO energy (alpha / beta) ... -12.9 / -12.5 eV

Atom charges from the natural (NBO) analysis, given in e for atoms 1 to 8: 0.1208 -0.4588 -0.4135 -0.4766 -0.1602 -0.1709 0.0420 0.1373

***

Name the least stable of them. x.